No. 1
The following is a quantum chemistry calculation of a molecular structure, C54H74GaN14O, from the OMol25 dataset.

```
144
Properties=species:S:1:pos:R:3:forces:R:3:lowdin_charge:R:1
C -0.828 0.403 2.490 -0.081 0.148 0.091 -0.07
C -1.009 1.915 2.593 0.158 -0.296 0.116 -0.53
N -0.678 2.456 3.707 -0.164 0.046 -0.348 0.09
C -1.578 2.597 1.394 -0.011 0.157 0.313 -0.25
Ga -3.363 1.871 0.699 -0.124 -0.379 -0.375 0.39
N -4.873 2.213 1.976 0.707 -0.001 0.638 -0.12
C -4.689 3.510 2.631 -0.146 0.363 0.061 -0.17
C -5.012 1.226 2.908 -0.321 -0.183 0.076 -0.63
C -5.429 -0.137 2.367 0.232 0.037 -0.066 -0.06
O -4.924 1.379 4.133 -0.134 0.017 -0.242 -0.03
H -1.557 -0.072 3.158 0.076 0.051 -0.157 0.08
H -1.015 0.043 1.476 0.081 -0.002 0.135 0.02
H 0.166 0.095 2.828 -0.122 0.143 -0.041 0.05
H -0.856 3.463 3.661 0.016 -0.075 0.002 0.02
H -1.606 3.681 1.560 0.059 -0.114 -0.130 0.05
H -0.930 2.388 0.530 -0.071 0.024 0.060 0.03
H -3.709 2.512 -0.722 -0.063 0.176 0.108 -0.08
H -3.208 0.276 0.569 -0.004 0.030 -0.062 -0.05
H -3.655 3.687 2.961 -0.084 -0.060 -0.023 0.06
H -4.974 4.329 1.959 0.089 -0.215 -0.034 0.08
H -5.314 3.564 3.529 0.020 0.078 -0.184 0.06
H -4.858 -0.918 2.882 -0.146 0.115 -0.020 0.06
H -6.495 -0.276 2.577 0.132 0.019 0.059 0.08
H -5.264 -0.224 1.294 -0.082 -0.011 0.123 0.03
N 2.093 -1.994 -1.628 0.038 -0.009 -0.195 0.01
C 0.732 -2.160 -1.718 0.151 -0.003 0.345 -0.13
C 0.150 -1.017 -1.238 -0.223 0.126 -0.225 -0.10
C 1.193 -0.116 -0.897 0.021 0.167 -0.067 -0.14
C 2.381 -0.744 -1.154 -0.013 -0.050 -0.104 -0.15
H 2.782 -2.674 -1.889 0.013 0.032 -0.065 0.12
H 0.300 -3.078 -2.076 0.001 0.001 -0.007 0.10
H -0.907 -0.815 -1.162 -0.020 -0.077 0.032 0.09
H 1.078 0.882 -0.503 0.012 -0.020 0.050 0.09
H 3.398 -0.414 -1.027 -0.001 -0.026 0.045 0.12
N 4.052 -1.417 3.771 -0.057 0.021 -0.058 0.00
C 4.078 -2.668 3.219 0.056 0.008 0.095 -0.15
C 3.191 -2.686 2.178 0.049 -0.043 -0.164 -0.11
C 2.614 -1.392 2.085 -0.049 -0.035 0.169 -0.10
C 3.156 -0.635 3.088 0.067 -0.030 -0.044 -0.12
H 4.599 -1.114 4.555 -0.011 -0.003 0.007 0.14
H 4.719 -3.439 3.612 0.010 0.024 0.037 0.08
H 2.979 -3.532 1.543 -0.024 -0.011 0.012 0.08
H 1.879 -1.066 1.371 -0.027 -0.008 0.064 0.07
H 2.978 0.390 3.369 -0.021 -0.007 0.017 0.11
N -4.336 1.968 -3.486 -0.095 -0.082 -0.050 0.01
C -3.061 1.501 -3.568 0.115 -0.020 0.036 -0.15
C -2.541 1.888 -4.776 -0.068 -0.008 -0.043 -0.11
C -3.557 2.619 -5.453 0.025 0.001 0.041 -0.12
C -4.652 2.650 -4.625 0.021 0.013 0.001 -0.15
H -4.927 1.852 -2.680 0.057 0.101 0.060 0.12
H -2.632 0.953 -2.746 0.040 0.023 0.000 0.09
H -1.540 1.692 -5.124 0.002 0.015 -0.001 0.08
H -3.486 3.083 -6.423 0.002 -0.004 -0.003 0.08
H -5.616 3.112 -4.736 0.001 -0.001 -0.012 0.08
N -8.364 3.274 -4.491 -0.012 0.016 -0.048 0.00
C -8.314 3.979 -3.322 0.002 -0.019 0.002 -0.14
C -9.105 3.330 -2.410 -0.064 0.021 -0.010 -0.12
C -9.657 2.192 -3.062 0.045 -0.024 0.065 -0.13
C -9.176 2.182 -4.344 -0.019 0.042 0.013 -0.14
H -7.870 3.512 -5.331 -0.006 0.000 0.000 0.14
H -7.710 4.865 -3.229 0.005 -0.003 0.006 0.11
H -9.249 3.626 -1.383 0.032 -0.023 0.011 0.09
H -10.321 1.460 -2.631 0.015 -0.016 -0.006 0.10
H -9.335 1.492 -5.154 0.002 -0.004 0.002 0.11
N -12.678 3.647 -2.397 0.017 0.033 0.016 0.02
C -13.809 3.854 -1.658 -0.002 -0.006 -0.013 -0.14
C -14.871 3.361 -2.372 0.009 -0.009 -0.011 -0.12
C -14.356 2.837 -3.590 -0.011 0.044 0.085 -0.12
C -12.999 3.031 -3.570 -0.008 -0.030 -0.117 -0.15
H -11.740 3.901 -2.135 0.007 -0.019 -0.007 0.12
H -13.765 4.326 -0.692 -0.005 0.000 0.001 0.10
H -15.900 3.372 -2.054 0.000 0.000 0.002 0.08
H -14.914 2.370 -4.384 -0.003 0.005 -0.001 0.08
H -12.233 2.787 -4.286 -0.003 -0.016 0.002 0.10
N 6.495 -5.738 2.841 0.056 0.021 0.089 0.01
C 5.815 -5.894 1.666 0.084 -0.078 -0.014 -0.14
C 6.640 -6.551 0.792 -0.091 -0.110 -0.044 -0.11
C 7.867 -6.797 1.469 -0.003 0.042 -0.083 -0.12
C 7.745 -6.281 2.732 -0.035 0.074 0.065 -0.14
H 6.131 -5.291 3.662 0.012 -0.008 0.009 0.13
H 4.809 -5.527 1.552 0.001 0.007 0.010 0.10
H 6.381 -6.826 -0.219 0.090 0.018 0.068 0.09
H 8.737 -7.296 1.077 0.003 -0.060 -0.015 0.09
H 8.437 -6.258 3.556 0.002 0.000 0.009 0.10
N 4.628 -5.309 -2.461 -0.024 0.013 -0.012 0.01
C 5.391 -5.886 -3.440 -0.035 -0.057 0.002 -0.14
C 6.696 -5.543 -3.209 0.036 0.036 0.055 -0.10
C 6.718 -4.724 -2.047 -0.027 0.082 -0.098 -0.12
C 5.428 -4.598 -1.608 -0.031 0.110 -0.078 -0.16
H 3.632 -5.403 -2.380 0.002 -0.036 0.018 0.14
H 4.945 -6.490 -4.210 -0.001 0.003 -0.003 0.11
H 7.541 -5.844 -3.807 0.000 0.003 -0.005 0.09
H 7.581 -4.277 -1.582 -0.032 0.005 0.018 0.07
H 5.019 -4.073 -0.761 0.024 -0.011 0.017 0.10
N -4.886 -3.677 1.480 0.020 -0.040 0.013 0.01
C -6.206 -3.608 1.820 -0.022 0.035 0.011 -0.15
C -6.931 -4.189 0.813 0.033 -0.040 -0.016 -0.12
C -6.004 -4.630 -0.172 -0.005 0.038 -0.004 -0.12
C -4.751 -4.294 0.268 -0.015 -0.011 0.007 -0.15
H -4.132 -3.300 2.025 -0.007 0.066 -0.040 0.14
H -6.518 -3.136 2.735 -0.009 0.009 -0.008 0.10
H -8.004 -4.275 0.779 0.001 -0.019 0.010 0.08
H -6.233 -5.121 -1.104 0.000 -0.003 0.002 0.08
H -3.783 -4.430 -0.182 0.000 0.001 -0.001 0.10
N 10.356 -4.248 -0.347 -0.023 -0.004 -0.025 0.02
C 11.479 -4.117 0.419 -0.050 0.008 -0.027 -0.14
C 12.326 -3.257 -0.229 0.055 0.030 -0.018 -0.12
C 11.686 -2.854 -1.432 0.025 0.007 0.006 -0.11
C 10.470 -3.484 -1.475 0.007 -0.024 0.040 -0.14
H 9.562 -4.818 -0.112 -0.072 -0.035 0.067 0.12
H 11.581 -4.636 1.355 -0.007 -0.011 0.007 0.11
H 13.298 -2.959 0.129 0.000 -0.029 0.027 0.07
H 12.069 -2.181 -2.182 -0.001 -0.002 -0.006 0.09
H 9.684 -3.451 -2.209 0.008 0.012 -0.010 0.10
N 1.007 2.138 -3.510 -0.002 -0.049 -0.026 0.02
C 0.431 3.033 -2.656 -0.040 0.026 0.134 -0.14
C 0.545 4.282 -3.205 0.062 -0.036 -0.105 -0.10
C 1.218 4.130 -4.450 -0.013 -0.004 0.024 -0.12
C 1.489 2.795 -4.608 -0.019 0.006 -0.013 -0.16
H 1.067 1.149 -3.338 0.009 0.007 0.044 0.13
H -0.020 2.710 -1.734 -0.040 0.014 -0.013 0.09
H 0.181 5.196 -2.768 -0.016 -0.004 -0.008 0.09
H 1.471 4.910 -5.149 0.001 -0.001 -0.003 0.08
H 1.980 2.263 -5.405 0.006 0.004 -0.001 0.10
N 14.494 -0.203 0.328 -0.006 -0.024 -0.026 0.00
C 15.751 0.198 0.689 -0.013 0.007 0.003 -0.15
C 15.620 1.257 1.548 -0.013 0.003 0.004 -0.12
C 14.228 1.501 1.709 0.013 0.000 0.002 -0.11
C 13.560 0.583 0.943 0.009 -0.001 0.010 -0.14
H 14.283 -0.960 -0.296 -0.016 0.012 -0.007 0.12
H 16.626 -0.300 0.309 0.002 0.004 -0.002 0.10
H 16.430 1.796 2.010 -0.001 0.001 0.000 0.09
H 13.770 2.262 2.318 0.002 0.001 -0.001 0.09
H 12.508 0.419 0.787 0.000 -0.004 0.000 0.11
N -4.757 4.677 6.323 -0.031 -0.184 -0.042 0.02
C -4.031 5.736 5.869 0.099 0.024 -0.119 -0.14
C -4.270 6.805 6.693 -0.075 -0.050 0.077 -0.12
C -5.184 6.363 7.690 0.007 0.004 -0.026 -0.13
C -5.464 5.045 7.430 0.020 0.034 0.003 -0.15
H -4.765 3.763 5.894 -0.001 -0.009 -0.016 0.14
H -3.404 5.636 4.999 -0.002 0.020 -0.005 0.10
H -3.841 7.788 6.592 0.003 -0.001 0.005 0.08
H -5.590 6.944 8.502 -0.002 0.000 0.001 0.08
H -6.103 4.344 7.939 -0.002 0.002 0.000 0.10
```
Forces are in eV/Å.

- 2S+1: 1
- Energy above the lowest of the compared OMol25 structures with the same formula, charge and spin: 0.0 kJ/mol
- Electronic energy: -132482.203 eV
- Net charge: -1



No. 2
The following is a quantum chemistry calculation of 14 unconnected molecules or ions with the total composition C32H83N3O18, from the OMol25 dataset.

```
136
Properties=species:S:1:pos:R:3:forces:R:3:lowdin_charge:R:1
C 4.240 0.320 -1.660 -0.121 0.159 -0.117 -0.08
C 4.318 1.843 -1.523 0.207 0.071 0.076 -0.21
N 3.358 2.532 -2.409 0.073 0.007 0.100 -0.09
C 2.730 3.754 -1.913 -0.042 0.188 -0.012 -0.16
C 1.233 3.743 -2.244 0.019 0.092 -0.161 -0.10
C 0.362 2.943 -1.245 -0.048 -0.147 0.160 -0.31
C 1.148 1.840 -0.643 -0.265 0.517 -0.395 -0.16
N 1.719 1.011 -0.099 0.062 -0.338 0.418 0.27
C -0.041 3.895 -0.072 0.087 0.076 0.038 -0.08
C -0.102 3.314 1.346 0.027 -0.027 -0.278 -0.22
O 1.206 3.333 1.919 -0.062 -0.159 0.276 -0.08
C -0.867 2.265 -1.987 0.134 0.013 0.062 -0.33
C -0.278 1.256 -2.897 -0.312 0.647 0.514 -0.19
N 0.174 0.478 -3.601 0.300 -0.551 -0.478 0.23
C -1.619 3.311 -2.843 -0.032 0.103 0.065 -0.12
C -3.001 2.936 -3.387 -0.136 0.041 -0.148 -0.13
C -3.100 1.720 -4.307 -0.024 -0.012 -0.201 -0.21
O -3.646 0.624 -3.585 0.161 0.003 0.130 -0.22
C -3.140 -0.639 -3.983 -0.083 -0.099 -0.075 -0.09
C -1.798 1.480 -1.034 -0.189 -0.089 -0.033 -0.08
C -2.852 2.315 -0.288 0.354 -0.139 0.393 -0.08
C -4.266 1.777 -0.348 0.802 -0.347 -0.029 -0.54
O -5.237 2.428 -0.090 -0.508 0.361 0.012 0.12
O -4.312 0.462 -0.650 -0.112 0.033 -0.428 0.09
C 3.908 2.709 -3.718 0.105 0.124 0.357 -0.46
C 5.084 3.656 -3.876 0.098 -0.018 -0.103 0.00
O 3.485 2.100 -4.659 -0.157 -0.277 -0.451 0.11
H 4.978 -0.041 -2.378 -0.127 -0.076 0.082 0.06
H 3.237 0.041 -1.991 0.126 -0.030 0.056 0.06
H 4.426 -0.153 -0.693 0.100 -0.042 -0.142 0.06
H 5.347 2.165 -1.750 -0.060 0.034 0.153 0.11
H 4.110 2.169 -0.502 -0.079 -0.074 -0.144 0.08
H 2.910 3.857 -0.837 -0.019 -0.083 -0.087 0.11
H 3.162 4.656 -2.372 0.030 -0.076 0.032 0.12
H 1.122 3.342 -3.257 0.077 -0.026 0.115 0.12
H 0.856 4.771 -2.261 -0.036 -0.118 0.003 0.13
H 0.747 4.653 -0.012 -0.123 -0.003 -0.032 0.13
H -0.963 4.432 -0.311 0.034 -0.140 -0.023 0.10
H -0.763 3.932 1.958 0.133 0.034 -0.005 0.12
H -0.495 2.294 1.372 -0.011 0.070 -0.020 0.11
H 1.565 2.439 1.861 0.002 0.066 -0.081 0.07
H -0.984 3.598 -3.687 -0.046 -0.035 0.116 0.13
H -1.746 4.213 -2.235 0.047 -0.043 -0.062 0.12
H -3.353 3.814 -3.940 0.033 -0.061 0.069 0.12
H -3.727 2.786 -2.583 0.088 0.068 -0.144 0.11
H -3.770 1.956 -5.145 0.060 -0.084 0.048 0.12
H -2.127 1.446 -4.736 -0.072 0.069 0.089 0.11
H -2.092 -0.763 -3.687 -0.106 0.037 -0.100 0.07
H -3.227 -0.777 -5.067 0.020 -0.017 0.082 0.10
H -3.751 -1.398 -3.489 0.029 0.079 -0.052 0.08
H -1.182 0.907 -0.334 -0.058 0.074 -0.043 0.13
H -2.330 0.737 -1.629 0.108 0.123 -0.022 0.10
H -2.884 3.360 -0.598 -0.130 -0.135 0.041 0.10
H -2.601 2.351 0.779 -0.011 0.071 -0.056 0.10
H -5.115 0.286 -1.165 -0.117 -0.055 0.349 0.14
H 4.938 4.263 -4.772 0.013 -0.031 0.107 0.09
H 5.974 3.042 -4.045 -0.076 0.066 0.023 0.09
H 5.259 4.287 -3.005 -0.039 -0.035 -0.053 0.08
C 2.492 -2.237 0.984 0.084 -0.009 -0.057 -0.16
O 3.082 -3.249 0.167 -0.006 -0.016 0.083 -0.13
H 2.938 -2.346 1.972 -0.026 0.054 0.018 0.06
H 2.703 -1.235 0.607 -0.005 -0.047 0.014 0.03
H 1.414 -2.377 1.076 -0.003 0.009 0.020 0.07
H 2.702 -3.178 -0.714 0.025 -0.020 0.008 0.08
C 4.049 -0.599 -6.810 -0.010 -0.023 0.048 -0.18
O 3.795 -0.884 -5.448 0.027 0.100 -0.003 -0.13
H 4.384 -1.525 -7.277 0.003 0.007 -0.016 0.07
H 3.150 -0.254 -7.330 0.000 0.000 -0.012 0.08
H 4.832 0.156 -6.932 0.002 0.005 -0.011 0.07
H 3.495 -0.066 -5.033 -0.055 -0.009 0.052 0.03
C -4.312 2.857 3.853 0.026 -0.077 -0.006 -0.14
O -3.618 1.910 3.052 0.087 0.075 -0.046 -0.12
H -3.799 2.893 4.811 -0.012 0.012 0.000 0.08
H -4.292 3.860 3.415 -0.004 0.015 0.013 0.07
H -5.351 2.562 4.020 -0.001 0.011 -0.003 0.08
H -4.056 1.853 2.199 -0.219 -0.035 0.066 0.03
C -0.432 -5.486 2.314 0.085 0.132 0.092 -0.15
O 0.508 -4.458 2.033 -0.204 -0.058 -0.119 -0.14
H -1.424 -5.055 2.201 -0.026 -0.056 -0.012 0.05
H -0.345 -6.326 1.620 -0.010 -0.004 -0.009 0.08
H -0.314 -5.858 3.337 -0.030 -0.053 -0.009 0.08
H 1.393 -4.820 2.147 -0.046 0.086 0.196 0.04
C -2.516 -2.354 3.875 0.197 -0.155 0.000 -0.16
O -1.618 -2.840 4.865 -0.054 -0.037 -0.048 -0.12
H -3.141 -1.602 4.347 -0.060 0.037 0.050 0.07
H -1.976 -1.885 3.048 -0.045 -0.003 -0.049 0.08
H -3.151 -3.156 3.483 -0.021 0.075 -0.030 0.07
H -1.041 -3.489 4.447 0.035 0.070 -0.013 0.06
C 3.537 -3.951 4.485 -0.083 -0.033 -0.013 -0.14
O 3.067 -5.000 3.640 0.067 0.029 -0.258 -0.13
H 3.184 -4.172 5.488 0.023 0.007 0.010 0.06
H 4.629 -3.913 4.497 0.004 0.011 0.014 0.08
H 3.147 -2.979 4.172 -0.008 0.001 0.017 0.07
H 3.405 -4.831 2.752 0.139 -0.038 0.049 0.07
C 3.146 -6.888 7.175 -0.003 0.049 -0.028 -0.15
O 3.170 -5.497 7.468 -0.019 -0.012 0.095 -0.13
H 3.731 -7.027 6.269 -0.010 -0.010 -0.007 0.08
H 3.593 -7.479 7.979 0.009 -0.007 -0.005 0.07
H 2.130 -7.245 6.989 -0.001 -0.009 -0.007 0.08
H 2.651 -5.341 8.262 0.008 -0.004 -0.031 0.08
C -6.183 -1.230 1.715 0.151 -0.013 -0.071 -0.16
O -6.245 -2.448 0.985 0.004 0.045 -0.081 -0.13
H -6.529 -1.428 2.728 -0.013 -0.055 -0.017 0.08
H -5.156 -0.858 1.762 -0.023 0.058 0.080 0.07
H -6.819 -0.459 1.272 -0.020 0.015 0.022 0.08
H -5.933 -2.274 0.089 -0.053 -0.156 -0.016 0.04
C 4.929 3.277 1.979 -0.017 0.017 -0.042 -0.16
O 4.028 4.124 1.282 0.007 0.030 0.116 -0.14
H 5.841 3.221 1.386 0.004 -0.014 0.008 0.08
H 5.181 3.674 2.966 0.007 -0.001 0.003 0.08
H 4.530 2.265 2.095 0.009 -0.012 -0.001 0.08
H 3.211 4.182 1.793 -0.098 -0.034 -0.135 0.05
C 8.150 -0.524 -0.632 -0.051 -0.005 -0.032 -0.16
O 7.450 -0.310 -1.848 0.127 0.030 -0.029 -0.13
H 7.723 0.158 0.101 0.006 -0.002 0.011 0.07
H 8.026 -1.547 -0.266 0.000 -0.001 0.013 0.08
H 9.217 -0.306 -0.730 0.007 0.006 0.010 0.07
H 7.802 -0.908 -2.514 -0.044 0.004 0.009 0.08
C -3.868 6.519 0.629 0.026 -0.028 -0.005 -0.13
O -3.164 5.302 0.852 -0.024 -0.001 0.037 -0.14
H -3.184 7.190 0.115 -0.006 0.009 0.002 0.08
H -4.749 6.364 0.002 -0.003 0.006 -0.005 0.08
H -4.173 6.986 1.568 0.001 0.011 0.001 0.08
H -3.760 4.691 1.299 0.010 -0.008 -0.082 0.06
C -5.918 -4.558 -1.696 0.127 0.097 0.016 -0.13
O -5.385 -3.260 -1.964 0.037 0.031 0.176 -0.13
H -6.986 -4.513 -1.890 -0.003 0.009 0.011 0.09
H -5.470 -5.313 -2.347 -0.019 -0.014 -0.022 0.09
H -5.764 -4.838 -0.650 -0.103 -0.002 0.002 0.05
H -4.436 -3.288 -1.802 -0.020 0.023 -0.054 0.08
C -4.805 -6.218 1.680 0.040 0.033 -0.013 -0.16
O -3.594 -5.783 1.071 -0.059 -0.034 -0.001 -0.13
H -4.541 -6.608 2.660 -0.015 0.009 -0.008 0.08
H -5.511 -5.394 1.807 -0.011 0.017 0.021 0.07
H -5.282 -7.018 1.106 0.008 0.002 0.014 0.08
H -3.805 -5.428 0.204 0.026 -0.003 0.017 0.05
```
Forces are in eV/Å.

- 2S+1: 1
- Electronic energy: -75848.886 eV